1.
Density functional theory data (ωB97M-V/def2-TZVPD) for a structure of composition C2HOS3 at a distorted geometry.

```
7
Properties=species:S:1:pos:R:3:forces:R:3
C -1.0483 1.3949 -1.4406 1.1772 1.2911 -0.1579
C 1.5813 -0.6871 0.9104 -0.5643 0.5015 -0.2068
O -0.2164 2.0315 -1.9484 -0.8467 -0.3888 -0.3611
S -2.3898 0.8415 -0.8607 -0.7130 -0.5186 0.0779
S 1.1001 0.6487 0.0135 0.6919 -0.6024 0.4291
S 0.1590 -1.7190 1.2158 0.6783 -0.2831 0.5887
H 0.8142 -2.5105 2.1100 -0.4232 0.0003 -0.3698
```
Positions in Å, forces in eV/Å.

Calculated values
- HOMO energy: -0.091 Ha
- E_tot: -36643.010 eV
- Net charge: -1
- 2S+1: 1

Atom charges from the Löwdin analysis, given in e for atoms 1 to 6:
1 C -1.043
2 C -1.124
3 O -0.043
4 S 0.660
5 S 0.338
6 S 0.407

---

2.
Density functional theory data (ωB97M-V/def2-TZVPD) for a structure of composition C24H31BMgN6O3 at a distorted geometry.

```
66
Properties=species:S:1:pos:R:3:forces:R:3
Mg -0.5070 0.6673 0.5266 0.2696 1.0466 0.3865
C 1.3044 -0.8799 3.3280 0.0413 0.0821 -0.2020
C 0.4273 -1.5949 2.3638 -0.1799 -0.2718 0.0172
C 0.3822 -2.9500 2.0375 -0.1570 0.0153 -0.2106
C -0.5986 -3.0558 1.0641 0.3589 -0.3070 0.1538
C -1.0457 -4.2858 0.3585 -0.1391 0.1226 -0.0391
N -1.0940 -1.8246 0.8511 -0.2042 -1.1077 -0.0653
N -0.4753 -0.9511 1.6449 0.5684 -0.1148 1.3389
B -2.2604 -1.3457 -0.0306 -0.3538 -0.3057 -0.0517
N -3.0281 -0.2904 0.7685 -0.8387 -0.4578 0.0235
N -2.4123 0.8220 1.1752 -0.2959 1.0571 0.6515
C -3.2884 1.5782 1.8138 -0.0363 -0.1322 -0.0672
C -2.8852 2.8959 2.3761 -0.0247 -0.0690 -0.0348
C -4.5280 0.9297 1.8247 0.0429 -0.2642 -0.1469
C -4.3177 -0.2592 1.1469 -0.4006 0.2381 0.2394
C -5.2929 -1.3438 0.8559 0.1507 -0.0547 -0.0772
N -1.7477 -0.6571 -1.3071 -0.4304 -0.7302 -0.6872
N -1.3502 0.6149 -1.2558 -0.1883 1.0728 -0.9253
C -1.0334 1.0086 -2.4754 -0.2079 -0.1234 -0.1596
C -0.5335 2.3834 -2.7398 0.1308 -0.1094 0.1120
C -1.2522 -0.0445 -3.3636 -0.0559 -0.2040 0.1746
C -1.7039 -1.0917 -2.5777 0.2202 0.0137 -0.5301
C -2.0623 -2.4659 -3.0192 -0.0901 0.0105 0.1982
H 1.5523 -1.5203 4.1720 0.0107 0.0452 0.0527
H 0.8013 0.0189 3.6799 0.0602 0.0386 0.1000
H 2.2312 -0.5878 2.8310 0.0853 0.0516 0.0699
H 0.9816 -3.7424 2.4394 0.0740 -0.1771 0.0769
H -0.4928 -5.1392 0.7408 -0.0028 -0.0586 0.0159
H -0.8628 -4.2125 -0.7118 -0.0199 -0.0451 -0.0585
H -2.1099 -4.4551 0.5122 -0.0771 -0.0820 -0.0573
H -2.9616 -2.2624 -0.3122 -0.0925 -0.1940 -0.0844
H -1.8317 3.0582 2.1595 0.0509 0.1435 0.0643
H -3.0403 2.9218 3.4539 0.0333 0.0388 0.0509
H -3.4733 3.6989 1.9327 0.0247 0.0676 -0.0008
H -5.4506 1.2659 2.2551 -0.1465 0.0614 0.0820
H -6.2672 -1.0926 1.2671 -0.0099 0.0245 0.0184
H -4.9583 -2.2829 1.2925 -0.0548 -0.1172 -0.0061
H -5.3915 -1.4861 -0.2184 -0.0746 -0.0922 -0.0734
H -0.6257 2.9760 -1.8311 0.0190 0.1355 -0.0456
H -1.0986 2.8520 -3.5438 -0.0065 0.0834 0.0128
H 0.5163 2.3499 -3.0330 0.0448 0.0794 -0.0098
H -1.0963 -0.0541 -4.4235 -0.0002 -0.0252 -0.2193
H -1.9359 -2.5455 -4.0957 -0.0172 -0.0085 -0.0297
H -3.0957 -2.6964 -2.7656 -0.0577 -0.1130 -0.0083
H -1.4217 -3.2054 -2.5424 -0.0088 -0.0830 -0.0158
C 6.5651 -0.1282 -2.4531 0.3284 0.1150 -0.0725
O 5.2336 -0.5233 -2.2333 -0.3776 0.0762 0.2054
C 4.4357 0.2313 -1.4330 -0.5233 -0.1861 0.0274
C 4.8476 1.4130 -0.7800 0.4646 0.2139 -0.0062
C 3.9619 2.0891 0.0100 0.0056 -0.0461 -0.0335
C 2.6271 1.6707 0.1940 0.0445 -0.2845 -0.1731
C 1.7201 2.4003 1.0098 0.4714 0.5128 0.1596
C 2.2356 3.5890 1.7997 -0.2714 -0.1490 -0.0127
O 0.5073 2.1274 1.1256 0.3220 1.0537 0.6103
C 2.1971 0.4643 -0.4697 0.4235 0.0917 -0.0985
O 1.0292 0.0040 -0.3462 0.7741 -0.5887 -0.5416
C 3.1470 -0.2152 -1.2729 0.2435 -0.1495 -0.1742
H 6.9800 -0.8778 -3.1265 0.0327 0.0995 0.0696
H 7.1491 -0.1137 -1.5263 -0.0761 -0.0036 -0.0516
H 6.6238 0.8545 -2.9330 -0.0161 -0.0537 0.0407
H 5.8512 1.7902 -0.8987 0.0676 0.0163 0.0129
H 4.3069 2.9859 0.5004 0.0419 0.1015 0.0363
H 3.0779 3.2924 2.4202 0.0789 0.0343 0.0395
H 1.4355 3.9654 2.4326 -0.0079 -0.0123 -0.0282
H 2.5632 4.3827 1.1307 0.0427 0.0449 -0.0319
H 2.8391 -1.1202 -1.7752 -0.0833 -0.0667 -0.0111
```
Positions in Å, forces in eV/Å.

Calculated values
- HOMO energy: -0.281 Ha
- E_tot: -46601.700 eV
- 2S+1: 1

Atom charges from the Löwdin analysis, given in e for atoms 1 to 6:
1 Mg 0.503
2 C -0.009
3 C -0.315
4 C 0.032
5 C -0.254
6 C -0.012

---

3.
Density functional theory data (ωB97M-V/def2-TZVPD) for a structure of composition C4H4N2 at a distorted geometry.

```
10
Properties=species:S:1:pos:R:3:forces:R:3
C 2.0905 -0.0791 0.5619 -0.8490 -1.6656 2.3151
C 1.0771 -0.7663 1.1302 0.2640 1.0709 -1.4086
C 2.0496 0.6531 -0.5730 0.7937 -0.5752 0.8732
C -2.3489 -0.3823 0.0260 4.0075 -3.9911 -1.9368
N 0.7489 0.7403 -0.6344 -2.7795 0.5975 -0.7936
N 0.1967 -0.0710 0.4039 1.6712 -0.0180 0.1558
H 2.8217 1.2205 -1.0051 0.2596 0.5672 -1.0278
H -2.0852 0.4300 -0.5795 -0.2026 1.2116 -0.6371
H -1.7218 -1.3846 -0.2659 -2.1472 2.5177 0.7366
H -2.8287 -0.3604 0.9359 -1.0178 0.2849 1.7232
```
Positions in Å, forces in eV/Å.

Calculated values
- HOMO energy (spin up / spin down): -0.358 / -0.316 Ha
- E_tot: -7182.061 eV
- 2S+1: 1

Atom charges from the Löwdin analysis, given in e for atoms 1 to 6:
1 C 0.027
2 C -0.051
3 C -0.189
4 C 0.140
5 N 0.019
6 N -0.038